DFT (ωB97M-V with the def2-TZVPD basis set) results for a single C4H5FO2 molecule at a distorted geometry.

Geometry as XYZ:
```
12
Properties=species:S:1:pos:R:3:forces:R:3
F 1.425 2.004 1.218 0.744 -0.041 0.238
C 0.312 1.588 0.621 -1.015 0.939 0.061
C -0.453 0.235 0.757 0.164 -1.668 -0.093
O -0.382 -1.207 0.728 -0.597 0.074 1.012
C -0.276 -1.505 -0.696 0.014 -2.535 -0.825
O -0.171 -0.297 -1.419 0.781 0.989 0.322
C 0.456 0.479 -0.349 -0.248 0.249 -1.306
H -0.417 2.423 0.625 0.305 -0.792 -0.263
H -1.460 0.514 0.516 -0.467 0.364 -0.057
H -1.164 -2.180 -1.150 1.765 1.829 1.291
H 0.693 -2.119 -0.767 -1.249 0.765 -0.125
H 1.437 0.065 -0.085 -0.195 -0.175 -0.255
```
Forces are in eV/Å.

Results
Energy relative to the best compared isomer or geometry (same formula, charge and spin) (kcal/mol): 131.8
HOMO energy (eV): -9.77
SMILES: FC1[C@@H]2OCO[C@@H]12
LUMO level (hartree): 0.03262
Orbital gap (eV): 10.66

Results of the Löwdin charge analysis, in e, for atoms 1 through 8: 0.071 -0.158 -0.168 -0.072 -0.210 -0.044 -0.207 0.164

=====

DFT (ωB97M-V with the def2-TZVPD basis set) results for a single C4H5FO2 molecule at a distorted geometry.

Geometry as XYZ:
```
12
Properties=species:S:1:pos:R:3:forces:R:3
C -0.238 -1.715 -0.604 -0.811 -0.677 0.729
O -0.236 -0.342 -0.970 0.083 0.131 0.243
C 0.091 0.551 -0.017 -0.586 -0.279 -1.550
C 0.143 1.919 -0.542 -0.115 1.347 1.086
O 0.308 2.259 -1.674 0.044 -0.286 -0.641
C 0.213 0.401 1.284 0.095 0.121 0.651
F 0.060 -0.747 1.921 0.088 -0.943 0.813
H -0.872 -2.220 -1.351 0.111 0.214 0.476
H 0.772 -2.103 -0.743 0.045 -0.119 0.419
H -0.633 -1.853 0.467 0.616 -0.181 -2.125
H -0.069 2.687 0.247 0.338 -0.177 -0.163
H 0.462 1.165 1.980 0.091 0.851 0.061
```
Forces are in eV/Å.

Results
Energy relative to the best compared isomer or geometry (same formula, charge and spin) (kcal/mol): 49.7
HOMO energy (eV): -9.49
SMILES: CO/C(C=O)=C\F
LUMO level (hartree): 0.02185
Orbital gap (eV): 10.08

Results of the Löwdin charge analysis, in e, for atoms 1 through 8: -0.053 -0.056 -0.275 -0.224 0.101 -0.087 0.030 0.097

=====

DFT (ωB97M-V with the def2-TZVPD basis set) results for a single C4H5FO2S molecule at a distorted geometry.

Geometry as XYZ:
```
13
Properties=species:S:1:pos:R:3:forces:R:3
O -2.163 1.174 0.104 0.621 1.069 3.717
C -1.530 -0.005 -0.260 0.672 -1.580 -1.319
C -0.032 0.089 -0.344 2.131 1.980 -0.852
C 0.716 0.157 -1.475 -1.113 -1.624 0.703
F 2.042 0.398 -1.446 -0.837 -0.129 -0.068
O 0.687 0.506 0.847 -0.090 -2.492 -0.628
C 1.517 -0.482 1.328 0.874 -1.235 2.097
S 2.567 -0.120 2.629 -2.050 -0.890 -2.818
H -1.886 1.448 1.077 -0.784 -0.890 -2.971
H -1.701 -0.953 0.305 -0.662 0.896 0.295
H -1.922 -0.195 -1.287 0.492 -0.116 0.610
H 0.324 -0.310 -2.405 0.503 0.968 0.455
H 1.380 -1.708 0.926 0.242 4.044 0.780
```
Forces are in eV/Å.

Results
Energy relative to the best compared isomer or geometry (same formula, charge and spin) (kcal/mol): 74.3
HOMO energy (eV): -8.98
SMILES: OC/C(=C/F)OC=S
LUMO level (hartree): -0.00459
Orbital gap (eV): 8.85

Results of the Löwdin charge analysis, in e, for atoms 1 through 8: -0.053 -0.254 -0.227 -0.061 0.042 -0.125 -0.662 0.584

=====

DFT (ωB97M-V with the def2-TZVPD basis set) results for a single C4H5FS2 molecule at a distorted geometry.

Geometry as XYZ:
```
12
Properties=species:S:1:pos:R:3:forces:R:3
C 2.230 -0.249 0.142 0.562 -0.136 1.118
S 1.438 1.278 -0.444 -0.615 -0.417 0.878
C -0.272 0.952 -0.073 1.912 4.359 0.202
C -0.968 -0.165 -0.056 1.495 0.481 0.906
F -0.315 -1.316 -0.016 -0.277 -0.908 -0.508
C -2.336 -0.103 -0.070 -4.870 -2.076 -1.290
S -3.247 -1.526 -0.280 1.053 2.096 0.514
H 3.286 -0.123 0.544 -1.414 0.224 -0.770
H 2.185 -0.944 -0.664 0.410 -0.619 -0.494
H 1.601 -0.671 0.939 0.494 0.335 -0.155
H -0.718 1.988 0.205 0.129 -2.180 -1.045
H -2.885 0.880 -0.228 1.121 -1.158 0.642
```
Forces are in eV/Å.

Results
Energy relative to the best compared isomer or geometry (same formula, charge and spin) (kcal/mol): 26.4
HOMO energy (eV): -8.64
SMILES: CS/C=C(\F)C=S
LUMO level (hartree): -0.04323
Orbital gap (eV): 7.46

Results of the Löwdin charge analysis, in e, for atoms 1 through 8: -0.395 0.862 -0.358 -0.559 0.046 -0.563 0.638 0.069

=====

DFT (ωB97M-V with the def2-TZVPD basis set) results for a molecular structure, C4H5GdO3 at a distorted geometry.

Geometry as XYZ:
```
13
Properties=species:S:1:pos:R:3:forces:R:3
O 0.082 0.516 -1.021 -0.077 -2.907 0.300
C 1.165 0.482 -0.352 -0.220 1.183 -3.333
C 1.145 0.383 1.057 -3.292 -0.527 -0.027
C 2.257 0.768 1.724 3.240 1.205 2.490
H 2.100 0.688 -0.887 0.294 -0.706 -0.182
H 0.220 0.095 1.557 0.132 0.014 0.117
H 3.069 1.291 1.215 0.238 0.076 0.066
H 2.339 0.637 2.804 0.221 -0.123 0.176
O -1.951 -1.040 -2.672 -0.611 1.866 1.650
C -2.518 -0.845 -1.679 1.144 -2.976 -3.044
O -3.069 -1.072 -0.667 -0.962 1.011 1.292
Gd -4.861 -1.789 0.768 -0.803 -0.263 0.188
H 0.022 -0.116 -1.849 0.697 2.147 0.306
```
Forces are in eV/Å.

Results
HOMO energy (spin up / spin down) (eV): -28.60 / -23.72
Spin multiplicity: 8
LUMO level (spin up / spin down) (hartree): -0.67791 / -0.79230
<S²>: 16.76
Charge: +4
Orbital gap (spin up / spin down) (eV): 10.15 / 2.16

Results of the Löwdin charge analysis, in e, for atoms 1 through 8: 0.249 0.087 0.159 0.456 0.213 0.185 0.176 0.176

=====

DFT (ωB97M-V with the def2-TZVPD basis set) results for a molecular structure, C4H5HgO5 at a distorted geometry.

Geometry as XYZ:
```
15
Properties=species:S:1:pos:R:3:forces:R:3
O -0.754 0.846 -2.261 0.524 -0.259 -0.385
C 0.500 0.877 -2.161 -2.268 1.055 0.788
C -0.524 -0.448 0.290 -0.265 -0.449 1.447
O 1.202 1.806 -2.620 0.648 0.694 -1.276
O 1.133 -0.044 -1.411 1.038 -0.559 -0.237
C 0.911 -0.027 -0.008 -0.449 -0.053 0.004
Hg -0.559 2.886 -4.006 0.648 -0.896 1.018
H -0.879 -1.186 -0.439 -0.002 0.548 0.135
H -1.167 0.429 0.433 -0.068 -0.509 -0.328
H 1.622 -0.742 0.423 -0.220 0.202 -0.162
H 1.102 0.976 0.392 0.117 -0.183 -0.020
O -0.763 -1.378 3.690 -0.012 -0.033 0.135
C -0.935 -0.577 2.662 -0.189 0.621 -0.024
O -0.537 -1.191 1.581 0.516 -0.134 -0.943
H -0.353 -2.227 3.433 -0.018 -0.045 -0.152
```
Forces are in eV/Å.

Results
Energy relative to the best compared isomer or geometry (same formula, charge and spin) (kcal/mol): 8.2
HOMO energy (spin up / spin down) (eV): -9.06 / -9.06
Spin multiplicity: 2
LUMO level (spin up / spin down) (hartree): -0.00201 / -0.13282
<S²>: 0.76
Orbital gap (spin up / spin down) (eV): 9.01 / 5.45

Results of the Löwdin charge analysis, in e, for atoms 1 through 8: -0.109 -0.816 -0.115 -0.120 -0.010 -0.137 0.928 0.136

=====

DFT (ωB97M-V with the def2-TZVPD basis set) results for a molecular structure, C4H5HoLiO2 at a distorted geometry.

Geometry as XYZ:
```
13
Properties=species:S:1:pos:R:3:forces:R:3
C -2.484 0.716 -0.477 0.042 0.715 0.617
C -2.218 -0.670 -0.023 0.042 0.649 -1.351
C -0.754 -0.897 -0.256 0.791 -0.386 -0.207
C 0.208 -0.050 0.211 -0.477 -0.462 -0.130
O 1.477 -0.146 -0.015 1.249 0.933 -0.552
O -3.203 1.528 0.117 -0.227 -0.070 0.216
Li -4.432 1.753 1.432 0.265 0.021 -0.284
Ho 3.482 1.032 -0.942 -1.295 -0.852 0.643
H -2.821 -1.180 -0.846 0.533 -0.268 1.327
H -1.937 1.073 -1.372 -0.361 -0.342 0.116
H -2.525 -0.827 1.019 -0.532 -0.231 -0.489
H -0.457 -1.747 -0.876 -0.030 0.317 0.210
H -0.118 0.772 0.880 -0.002 -0.024 -0.116
```
Forces are in eV/Å.

Results
Energy relative to the best compared isomer or geometry (same formula, charge and spin) (kcal/mol): 0.0
HOMO energy (spin up / spin down) (eV): -8.55 / -9.74
Spin multiplicity: 5
LUMO level (spin up / spin down) (hartree): -0.14694 / -0.14694
<S²>: 6.00
Charge: +1
Orbital gap (spin up / spin down) (eV): 4.55 / 5.74

Results of the Löwdin charge analysis, in e, for atoms 1 through 8: -0.245 -0.181 -0.135 -0.392 -0.430 -0.121 0.868 0.977

=====

DFT (ωB97M-V with the def2-TZVPD basis set) results for a single C4H5I molecule at a distorted geometry.

Geometry as XYZ:
```
10
Properties=species:S:1:pos:R:3:forces:R:3
C -0.959 -1.436 0.071 2.278 0.872 -0.827
C -0.364 -0.260 0.120 3.053 1.462 -1.117
C -0.096 1.217 0.466 -1.500 -1.976 -2.816
C 0.767 0.462 -0.629 -1.291 -0.789 2.857
I 2.694 -0.086 0.065 0.083 0.060 0.012
H -0.553 -2.311 -0.432 -0.101 0.504 -0.391
H -1.773 -1.561 0.648 -2.776 -0.791 2.067
H -0.997 1.725 0.081 0.907 0.562 0.210
H 0.434 1.649 1.290 -0.089 -0.318 0.588
H 0.848 0.601 -1.680 -0.564 0.413 -0.582
```
Forces are in eV/Å.

Results
Energy relative to the best compared isomer or geometry (same formula, charge and spin) (kcal/mol): 28.0
HOMO energy (eV): -9.01
SMILES: C=C1C[C@H]1I
LUMO level (hartree): 0.01783
Orbital gap (eV): 9.50

Results of the Löwdin charge analysis, in e, for atoms 1 through 8: 0.051 -0.332 -0.115 -0.678 0.771 0.077 0.014 0.103

=====

Record order is preserved below.
Energy: -405.55705; -405.68792; -803.83130; -1051.57460; -1144.78823; -684.92907; -1261.14998; -453.00358 a.u.